Computed, not measured: a cluster of 13 separate species, C45H90NO13 in total at a distorted geometry, with wB97M-V/def2-TZVPD.

Computed properties:
Total charge ... -1
Max |F| ... 1.65 eV/Å
E_HOMO ... -2.08 eV
Energy ... -2801.419571 Eh
E_LUMO ... 0.0766 Eh

Each line ends with the Löwdin charge.
Cartesian coordinates (Å):
C: 2.598 -0.987 0.384  -0.06
C: 1.292 -0.191 0.415  -0.52
C: 0.936 0.015 -1.078  -0.16
C: -0.485 0.468 -1.331  -0.18
C: -1.413 -0.511 -0.614  -0.16
C: -1.151 -0.670 0.890  -0.51
N: 0.271 -0.960 1.089  -0.21
O: 0.637 -1.105 2.426  -0.28
C: -1.848 -1.961 1.314  -0.05
C: -1.673 0.571 1.610  -0.03
C: 1.535 1.223 0.979  -0.04
H: 3.064 -0.938 1.369  0.05
H: 3.280 -0.588 -0.371  0.08
H: 2.333 -2.022 0.167  0.08
H: 1.215 -0.870 -1.657  0.09
H: 1.627 0.773 -1.479  0.09
H: -0.710 0.521 -2.402  0.09
H: -0.683 1.457 -0.901  0.08
H: -1.248 -1.477 -1.106  0.10
H: -2.462 -0.240 -0.790  0.10
H: -1.606 -2.796 0.657  0.07
H: -2.947 -1.878 1.306  0.07
H: -1.575 -2.272 2.323  0.08
H: -2.761 0.614 1.463  0.05
H: -1.275 1.493 1.179  0.06
H: -1.469 0.553 2.681  0.08
H: 0.793 1.979 0.701  0.06
H: 2.497 1.592 0.599  0.07
H: 1.557 1.235 2.071  0.06
C: -4.224 0.269 -5.588  -0.03
C: -3.201 -0.493 -4.756  -0.47
O: -2.104 -0.720 -5.216  0.05
C: -3.632 -0.916 -3.381  0.00
H: -3.743 0.805 -6.411  0.07
H: -4.606 1.081 -4.964  0.08
H: -4.975 -0.345 -6.083  0.09
H: -3.910 -0.095 -2.718  0.07
H: -2.899 -1.524 -2.854  0.07
H: -4.546 -1.511 -3.476  0.10
C: 0.991 0.884 -6.578  -0.02
C: 1.620 1.955 -5.710  -0.49
O: 1.983 3.028 -6.135  0.05
C: 1.901 1.635 -4.254  -0.02
H: 0.133 0.425 -6.085  0.06
H: 1.746 0.128 -6.804  0.08
H: 0.684 1.284 -7.544  0.08
H: 2.612 2.354 -3.857  0.08
H: 2.280 0.620 -4.115  0.09
H: 0.995 1.687 -3.644  0.06
C: 1.552 4.797 -2.013  -0.01
C: 0.412 5.251 -1.143  -0.49
O: 0.604 5.967 -0.190  0.07
C: -0.976 4.712 -1.416  -0.02
H: 2.350 5.536 -2.006  0.08
H: 1.136 4.758 -3.026  0.08
H: 1.932 3.816 -1.732  0.08
H: -1.628 5.105 -0.636  0.08
H: -1.079 3.626 -1.415  0.05
H: -1.412 5.050 -2.361  0.07
C: -2.524 -7.847 1.745  -0.04
C: -2.371 -6.356 1.898  -0.51
O: -1.773 -5.721 1.067  0.08
C: -2.967 -5.720 3.129  -0.02
H: -3.527 -8.157 1.436  0.08
H: -2.335 -8.292 2.727  0.08
H: -1.863 -8.267 0.991  0.08
H: -3.965 -6.119 3.322  0.08
H: -2.978 -4.643 2.972  0.08
H: -2.385 -5.947 4.023  0.09
C: -3.711 2.811 -0.752  -0.01
C: -5.091 2.388 -1.186  -0.49
O: -5.263 2.030 -2.336  0.04
C: -6.204 2.411 -0.183  -0.01
H: -3.840 3.790 -0.285  0.10
H: -3.091 2.794 -1.638  0.05
H: -3.338 2.129 0.015  0.07
H: -7.165 2.080 -0.563  0.08
H: -6.287 3.426 0.205  0.09
H: -5.870 1.697 0.577  0.08
C: 3.927 -0.799 7.349  -0.03
C: 2.888 -0.737 6.237  -0.50
O: 1.728 -0.542 6.474  0.09
C: 3.420 -0.824 4.813  -0.02
H: 4.647 0.009 7.201  0.08
H: 4.440 -1.755 7.421  0.07
H: 3.397 -0.553 8.270  0.07
H: 4.154 -1.622 4.691  0.08
H: 3.938 0.113 4.596  0.05
H: 2.567 -0.926 4.134  0.08
C: 0.415 -2.754 -6.027  -0.03
C: 0.040 -3.526 -4.794  -0.50
O: -0.427 -4.642 -4.873  0.06
C: 0.228 -2.865 -3.450  -0.02
H: 0.450 -3.451 -6.865  0.08
H: 1.424 -2.344 -5.951  0.07
H: -0.326 -1.985 -6.239  0.06
H: -0.376 -1.962 -3.366  0.06
H: 1.286 -2.581 -3.413  0.08
H: 0.032 -3.561 -2.640  0.09
C: 5.498 0.758 1.970  -0.01
C: 6.114 0.975 3.345  -0.51
O: 5.764 1.928 4.002  0.05
C: 6.967 -0.133 3.886  -0.03
H: 4.596 0.162 2.112  0.06
H: 6.195 0.190 1.349  0.08
H: 5.230 1.705 1.513  0.08
H: 6.469 -1.082 3.685  0.08
H: 7.136 -0.010 4.952  0.08
H: 7.919 -0.117 3.349  0.08
C: -4.870 0.122 3.473  -0.03
C: -4.344 0.303 4.883  -0.51
O: -3.296 -0.177 5.220  0.09
C: -5.201 1.109 5.832  -0.03
H: -4.191 -0.530 2.931  0.06
H: -5.026 1.092 2.999  0.07
H: -5.849 -0.360 3.554  0.08
H: -5.086 2.182 5.687  0.08
H: -4.999 0.787 6.851  0.08
H: -6.246 0.875 5.607  0.07
C: 4.353 -6.543 0.604  -0.02
C: 4.210 -5.199 1.340  -0.49
O: 3.602 -5.146 2.376  0.08
C: 4.761 -3.969 0.651  -0.02
H: 5.194 -6.396 -0.076  0.06
H: 3.436 -6.794 0.080  0.08
H: 4.624 -7.273 1.363  0.08
H: 5.764 -3.758 1.033  0.09
H: 4.080 -3.142 0.835  0.06
H: 4.923 -4.196 -0.403  0.07
C: -1.969 2.895 -4.634  0.00
C: -1.753 4.213 -5.346  -0.48
O: -2.012 5.260 -4.800  0.07
C: -1.066 4.128 -6.663  -0.02
H: -1.028 2.539 -4.206  0.08
H: -2.351 2.053 -5.207  0.05
H: -2.689 3.039 -3.826  0.07
H: -0.904 3.092 -6.963  0.06
H: -0.084 4.606 -6.685  0.09
H: -1.592 4.613 -7.489  0.09
C: 0.603 3.719 3.750  -0.02
C: 1.480 3.555 4.948  -0.49
O: 1.166 4.035 6.014  0.05
C: 2.752 2.750 4.786  -0.02
H: -0.125 4.513 3.920  0.08
H: -0.032 2.826 3.663  0.09
H: 1.111 3.784 2.790  0.07
H: 3.531 3.292 4.258  0.08
H: 2.556 1.774 4.343  0.07
H: 3.051 2.571 5.822  0.08